[1]
85
Properties=species:S:1:pos:R:3 method="wB97M-V/def2-TZVPD" e_lumo_ev=0.294 smiles="COP(=O)(OC)OC.COP(=O)(OC)OC.COP(=O)(OC)OC.COP(=O)(OC)OC.COP(=O)(OC)OC" e_above_lowest_ev=13.6758 total_charge=0
C 4.51 0.98 2.66
O 3.35 1.63 2.28
P 2.02 1.85 3.15
O 1.25 0.57 3.07
O 2.44 2.15 4.68
C 1.70 1.63 5.75
O 1.11 3.12 2.70
C -0.25 2.94 2.29
H 5.32 1.75 2.78
H 4.77 0.20 1.84
H 4.11 0.59 3.52
H 1.67 0.60 5.89
H 0.75 1.88 5.63
H 2.09 1.79 6.58
H -0.74 3.79 1.89
H -0.69 2.56 2.93
H -0.16 2.17 1.54
C -1.75 -0.87 5.93
O -0.78 -0.72 5.01
P -0.38 -2.00 4.04
O -0.94 -3.17 4.72
O -1.45 -1.86 2.83
C -1.32 -0.87 1.82
O 1.06 -2.30 3.51
C 2.04 -2.83 4.38
H -1.79 -1.82 6.62
H -2.77 -1.18 5.34
H -1.82 0.18 6.18
H -0.39 -0.92 1.17
H -1.51 0.10 2.30
H -2.09 -0.69 1.26
H 2.85 -3.36 3.92
H 1.58 -3.54 5.24
H 2.78 -2.13 4.81
C 1.99 -0.28 -3.87
O 2.34 0.40 -2.68
P 1.62 0.05 -1.25
O 0.37 -0.70 -1.30
O 2.67 -1.07 -0.56
C 2.24 -1.90 0.41
O 1.58 1.20 -0.13
C 2.05 2.44 -0.35
H 1.99 -1.42 -3.78
H 2.53 -0.02 -4.66
H 0.83 -0.08 -3.97
H 1.90 -1.41 1.46
H 3.18 -2.54 0.68
H 1.45 -2.71 0.12
H 1.33 3.02 -0.96
H 3.01 2.71 -0.98
H 2.37 3.00 0.47
C -0.93 -3.94 -1.15
O -1.60 -4.62 -2.10
P -2.42 -3.76 -3.26
O -3.56 -4.59 -3.80
O -3.22 -2.49 -2.68
C -2.46 -1.25 -2.50
O -1.35 -3.27 -4.45
C -1.77 -3.65 -5.72
H -0.03 -3.39 -1.42
H -0.51 -4.91 -0.57
H -1.62 -3.41 -0.58
H -1.42 -1.15 -2.92
H -2.49 -1.45 -1.41
H -3.06 -0.29 -2.70
H -1.16 -3.11 -6.40
H -2.80 -3.42 -5.87
H -1.42 -4.68 -5.76
C -0.15 5.11 -2.94
O -1.12 4.20 -2.61
P -1.35 2.76 -3.19
O -0.11 1.95 -2.80
O -2.60 1.99 -2.45
C -2.58 1.95 -1.08
O -1.57 2.79 -4.80
C -2.69 2.02 -5.41
H -0.40 5.47 -3.88
H 0.84 4.56 -3.19
H 0.05 5.89 -2.21
H -1.79 1.41 -0.67
H -3.56 1.45 -0.96
H -2.53 3.17 -0.64
H -2.58 2.23 -6.46
H -3.70 2.53 -5.01
H -2.31 0.96 -5.31


[2]
78
Properties=species:S:1:pos:R:3 method="wB97M-V/def2-TZVPD" e_lumo_ev=4.013 e_above_lowest_ev=0.0000 total_charge=-2
N -9.07 -5.17 -2.80
H -8.57 -4.50 -3.38
H -8.39 -5.29 -2.06
H -9.26 -6.00 -3.36
H -9.92 -4.79 -2.37
B -11.51 -3.66 -1.85
H -11.90 -4.46 -1.19
H -12.12 -2.76 -1.64
H -10.44 -3.50 -1.64
H -11.67 -3.86 -2.92
C -6.71 -3.87 -4.93
O -7.77 -3.44 -4.47
O -6.67 -3.78 -6.20
O -5.87 -4.45 -4.23
C -9.66 -8.88 -8.42
O -9.52 -7.97 -7.33
C -8.38 -8.29 -6.55
C -8.41 -7.41 -5.31
N -9.59 -7.46 -4.44
C -9.71 -8.81 -3.84
C -10.87 -8.85 -2.80
O -12.17 -8.94 -3.41
C -13.15 -8.64 -2.45
H -9.97 -9.86 -8.05
H -8.68 -8.99 -8.90
H -10.39 -8.43 -9.09
H -7.45 -8.10 -7.08
H -8.37 -9.29 -6.11
H -8.25 -6.38 -5.63
H -7.46 -7.57 -4.79
H -10.43 -7.18 -4.92
H -8.79 -9.15 -3.36
H -9.93 -9.62 -4.55
H -10.87 -7.97 -2.16
H -10.70 -9.70 -2.13
H -13.01 -9.13 -1.49
H -14.15 -8.89 -2.81
H -13.24 -7.58 -2.23
C -10.06 -8.09 0.61
O -9.14 -7.61 -0.37
C -7.78 -7.85 -0.08
C -6.91 -7.32 -1.26
N -6.68 -5.86 -1.20
C -5.76 -5.50 -0.17
C -6.47 -4.65 0.93
O -5.50 -4.41 1.97
C -5.98 -4.05 3.26
H -10.28 -9.16 0.55
H -10.95 -7.47 0.65
H -9.62 -8.02 1.61
H -7.61 -8.91 0.15
H -7.56 -7.27 0.82
H -7.51 -7.54 -2.14
H -5.95 -7.84 -1.37
H -6.24 -5.49 -2.03
H -4.96 -4.85 -0.53
H -5.28 -6.35 0.32
H -7.37 -5.15 1.30
H -6.83 -3.76 0.41
H -5.21 -4.31 3.98
H -6.87 -4.51 3.69
H -6.05 -2.96 3.23
C -10.47 -3.42 1.67
O -10.23 -3.35 2.85
N -10.93 -2.37 0.98
N -10.48 -4.51 0.93
H -11.31 -2.44 0.05
H -11.25 -1.63 1.59
H -10.15 -5.36 1.37
H -10.76 -4.40 -0.03
C -5.60 -1.84 -1.57
O -5.29 -0.89 -0.86
N -4.78 -2.74 -2.06
N -6.85 -2.01 -2.00
H -5.06 -3.48 -2.70
H -3.80 -2.70 -1.83
H -7.45 -1.25 -1.69
H -7.08 -2.59 -2.79


[3]
87
Properties=species:S:1:pos:R:3 method="wB97M-V/def2-TZVPD" e_lumo_ev=-1.858 total_charge=+1
Hf -0.07 -0.43 -0.37
B -0.07 1.42 -1.90
H -1.06 0.92 -1.78
H 0.33 1.76 -0.91
H 0.62 0.64 -2.32
H -0.12 2.32 -2.60
B 0.60 -2.79 -0.11
H 1.02 -1.95 0.50
H -0.48 -2.48 -0.22
H 1.13 -2.76 -1.12
H 0.73 -3.82 0.38
Cl -2.66 -1.07 -0.81
O 1.73 1.64 3.33
S 1.83 1.85 1.91
O 1.27 0.81 1.05
O 1.16 3.28 1.57
C 1.51 4.35 2.45
C 1.80 5.63 1.69
C 3.53 2.10 1.38
H 2.33 4.13 3.13
H 0.68 4.61 3.11
H 2.22 6.35 2.38
H 0.92 6.09 1.25
H 2.55 5.42 0.92
H 4.10 1.34 1.91
H 3.73 3.09 1.78
H 3.73 2.11 0.31
O 0.48 -2.51 -4.83
S -0.45 -2.32 -3.76
O -0.10 -1.49 -2.62
O -1.83 -1.66 -4.38
C -2.03 -1.89 -5.79
C -1.53 -0.61 -6.53
C -1.19 -3.88 -3.21
H -3.06 -2.12 -6.05
H -1.51 -2.77 -6.17
H -2.32 -0.24 -7.19
H -0.53 -0.68 -6.95
H -1.49 0.17 -5.77
H -1.49 -4.46 -4.08
H -2.09 -3.67 -2.63
H -0.52 -4.43 -2.54
O 4.41 0.45 -1.58
S 3.41 -0.58 -1.70
O 2.14 -0.45 -1.02
O 3.04 -0.89 -3.25
C 4.12 -0.77 -4.19
C 3.50 -0.92 -5.60
C 4.10 -2.23 -1.21
H 4.89 -1.53 -4.06
H 4.62 0.19 -4.16
H 4.34 -0.74 -6.27
H 2.66 -0.26 -5.78
H 3.08 -1.92 -5.71
H 3.21 -2.86 -1.24
H 4.54 -2.01 -0.25
H 4.85 -2.55 -1.93
O -0.75 -1.10 1.90
S -1.25 -1.86 3.04
O -0.66 -1.76 4.35
O -2.83 -1.54 3.16
C -3.52 -1.91 4.40
C -4.04 -0.65 5.04
C -1.42 -3.55 2.46
H -2.81 -2.41 5.05
H -4.27 -2.60 4.02
H -3.38 0.21 4.97
H -4.16 -0.83 6.12
H -5.05 -0.40 4.71
H -1.91 -3.60 1.49
H -1.95 -4.13 3.22
H -0.45 -4.03 2.39
O -2.05 3.58 1.25
S -2.06 2.18 1.53
O -1.27 1.23 0.77
O -1.53 1.93 3.05
C -1.73 2.92 4.03
C -0.86 2.64 5.27
C -3.77 1.56 1.70
H -2.78 3.02 4.31
H -1.48 3.93 3.67
H 0.20 2.78 5.07
H -1.05 1.64 5.65
H -1.09 3.39 6.03
H -4.19 1.64 2.69
H -3.86 0.60 1.19
H -4.31 2.22 1.02


Frontier orbital gap, respectively: 10.030, 3.924, 10.013 eV.